C2H13NO4 | ωB97M-V/def2-TZVPD

```
! RIJCOSX wB97M-V def2-TZVPD def2/J DEFGRID3
* xyz 0 1
C 1.7153 -1.4335 -0.0362
C 0.6711 -1.6073 -0.9668
N -0.3640 -0.7537 -1.1310
H 1.8405 -0.4841 0.5973
H 2.5098 -2.2935 0.0530
H 0.5236 -2.6207 -1.2955
H -0.5873 0.0159 -0.5201
H -1.2650 -1.2298 -1.5544
O 1.2757 1.3478 -2.0508
H 0.9789 0.3963 -2.1255
H 2.2435 1.2864 -2.1907
O -2.5847 -0.3135 0.9087
H -3.3374 0.2370 1.3788
H -1.8914 -0.2664 1.5927
O -0.4691 -0.0536 2.3251
H 0.0046 0.6148 1.7471
H 0.0407 -0.8730 2.3371
O 0.1190 2.0368 0.5645
H -0.1402 2.8831 0.2235
H 0.5823 1.7140 -0.2886
*
```

Properties
SMILES string	C=CN.O.O.O.O
frontier orbital gap	9.01	eV
E_HOMO	-8.34	eV
ΔE to the lowest compared entry with this formula, charge and spin	34.96	kcal per mole



C10H33N3O10 | ωB97M-V/def2-TZVPD

```
! RIJCOSX wB97M-V def2-TZVPD def2/J DEFGRID3
* xyz 1 2
N 18.4447 12.2853 -0.3786
H 19.4297 12.4638 -0.2449
H 17.9824 12.2181 -1.2741
H 18.2137 13.1244 0.1339
H 18.0420 11.6254 0.2714
N 21.0334 14.0209 -1.1123
O 20.6333 13.4069 -2.0525
O 21.2791 15.2476 -1.2418
O 21.0807 13.3967 -0.0472
C 19.7320 11.1853 -4.8681
C 18.5051 11.2181 -4.0114
O 18.7806 10.6767 -2.6737
O 20.5435 12.3717 -4.6419
H 19.6332 10.9793 -5.9339
H 20.3001 10.3800 -4.4025
H 17.8621 10.5135 -4.5388
H 17.9657 12.1644 -3.9724
H 19.0266 9.7578 -2.8032
H 20.5405 12.7433 -3.7568
C 21.6737 10.5377 2.6820
C 20.5163 9.6159 2.2220
O 19.6576 10.1521 1.1990
O 22.5972 9.8747 3.5478
H 21.3721 11.4193 3.2477
H 22.1569 10.8209 1.7470
H 19.9182 9.4015 3.1077
H 20.8082 8.5814 2.0410
H 19.6949 9.5135 0.4831
H 23.0402 9.2225 3.0002
C 14.9527 12.7561 -4.5648
C 14.5908 12.6034 -3.0928
O 15.6777 12.9186 -2.2245
O 15.4495 14.0290 -4.9164
H 14.1666 12.4026 -5.2320
H 15.8640 12.2170 -4.8239
H 14.1772 11.6018 -2.9751
H 13.7862 13.3123 -2.8974
H 16.0915 13.7229 -2.5461
H 15.7329 13.9155 -5.8266
C 19.1537 13.8464 3.0789
C 17.6563 13.9207 2.8841
C 17.0871 15.1263 2.1112
O 17.5987 15.0811 0.7772
C 16.9246 15.7709 -0.1796
N 17.1959 12.6359 2.2793
H 19.6200 14.7890 3.3655
H 19.8188 13.3459 2.3753
H 19.3599 13.1359 3.8794
H 17.2079 14.1438 3.8522
H 17.3009 16.1174 2.5112
H 16.0218 14.9133 2.0216
H 16.7878 16.8382 -0.0056
H 16.0279 15.2100 -0.4430
H 17.6300 15.7015 -1.0076
H 16.5203 12.3853 2.9870
H 17.8167 11.9567 2.6957
*
```

Properties
frontier orbital gap (alpha / beta)	8.72 / 4.58	eV
E_HOMO (alpha / beta)	-12.73 / -12.73	eV
expectation value of S²	0.757



C5H7NO | ωB97M-V/def2-TZVPD

```
! RIJCOSX wB97M-V def2-TZVPD def2/J DEFGRID3
* xyz 0 1
C 1.6428 0.4704 1.0905
C 0.3809 0.1428 0.2193
C -0.2497 0.6633 -0.8270
C -1.4662 -0.1153 -1.3000
N -2.0159 0.3959 -2.3572
O -1.7376 -1.1466 -0.5586
C 0.0646 -0.9842 0.9887
H 1.6473 0.2353 2.1779
H 2.5370 0.0135 0.6606
H 1.6229 1.5446 1.0330
H 0.0272 1.5672 -1.3661
H -2.8327 -0.1367 -2.6622
H -0.3815 -0.8206 1.9717
H 0.7610 -1.8293 0.9293
*
```

Properties
frontier orbital gap	7.39	eV
E_HOMO	-8.62	eV
ΔE to the lowest compared entry with this formula, charge and spin	105.04	kcal per mole



C2H3NO2S | ωB97M-V/def2-TZVPD

```
! RIJCOSX wB97M-V def2-TZVPD def2/J DEFGRID3
* xyz 0 1
O 1.5543 1.4856 0.0189
C 0.7118 0.6230 -0.0006
S 1.4236 -1.0270 -0.0106
C -0.7417 0.8167 -0.0227
N -1.3430 -0.3327 0.0825
O -2.7111 -0.1092 -0.0256
H 0.2790 -1.7349 -0.0787
H -1.1486 1.8093 -0.1382
H -3.0729 -0.9634 0.0024
*
```

Properties
SMILES string	O=C(S)/C=N/O
frontier orbital gap	9.43	eV
E_HOMO	-9.81	eV
ΔE to the lowest compared entry with this formula, charge and spin	63.70	kcal per mole



C32H47Cl3MnN3O3SSi | ωB97M-V/def2-TZVPD

```
! RIJCOSX wB97M-V def2-TZVPD def2/J DEFGRID3
* xyz -1 6
C -4.6877 1.5423 1.1794
C -5.0407 0.1010 1.3047
H -5.1338 1.9326 0.2625
H -3.6052 1.6895 1.1316
H -5.1025 2.1274 2.0077
C -6.2937 -0.3563 1.1526
C -7.4927 0.4523 0.8012
H -6.5184 -1.3983 1.3969
H -7.3755 1.0978 -0.0852
H -7.8080 1.0789 1.6442
H -8.3264 -0.2233 0.5993
Mn 0.2610 1.2340 1.8466
Cl 1.0692 -0.7603 2.7269
Cl -0.8010 2.2525 3.4885
C 3.3110 -1.9934 0.9031
O 3.3224 -1.4115 -0.1945
N 2.8116 -3.2321 1.1370
C 2.4124 -4.0889 0.0278
C 2.5098 -3.6726 2.5054
H 3.6959 -1.5212 1.8172
H 3.0345 -3.8218 -0.8324
H 1.3478 -3.9867 -0.2532
H 2.5761 -5.1435 0.2961
H 2.9481 -2.9712 3.2339
H 2.9187 -4.6784 2.6758
H 1.4228 -3.7007 2.7047
H -1.4738 4.0893 -2.0481
H -1.8887 1.4360 -2.6031
C -1.4599 3.9849 -3.1408
C -1.4012 1.5572 -3.5786
N -0.7054 2.8241 -3.5660
H -1.0680 4.9215 -3.5672
C 0.6219 2.9137 -3.8074
O 1.3566 1.9416 -4.0103
H -0.7025 0.7402 -3.7306
H 1.0016 3.9703 -3.7641
H -2.4856 3.8496 -3.4920
H -2.1767 1.5414 -4.3593
O -2.7252 -0.6936 1.1724
C -3.9586 -0.8870 1.8104
C -4.7810 -2.8740 0.5307
C -4.3305 -2.3409 1.7287
H -4.8893 -2.2167 -0.3180
C -5.0743 -4.2321 0.4333
H -3.7199 -0.5952 2.8450
C -4.1827 -3.1453 2.8498
H -5.4203 -4.5846 -0.5407
C -4.9932 -5.0352 1.5725
C -4.5272 -4.5029 2.7749
H -3.7709 -2.6735 3.7470
H -5.2652 -6.0841 1.4856
H -4.4684 -5.1027 3.6768
Si -1.5228 -1.3041 0.1031
Cl -1.6044 1.0225 -0.2698
C -2.3877 -1.9720 -1.4283
C -1.0833 -2.7992 1.2789
C 0.1960 -0.9820 -0.6688
H -2.8358 -2.9602 -1.2914
H -1.6912 -2.0344 -2.2731
H -3.1827 -1.2628 -1.6787
H 0.3306 -0.0569 -1.2640
H 0.4404 -1.8335 -1.3247
H 0.9148 -0.9280 0.1569
H -2.0010 -3.3603 1.5099
H -0.6703 -2.4769 2.2416
H -0.3787 -3.5275 0.8613
N 2.0052 1.5926 0.7752
S 3.3240 2.4767 1.0902
C 4.8042 1.4544 0.6656
C 5.0232 0.7883 -0.5427
C 6.3281 0.4211 -0.9063
C 7.3918 0.6354 -0.0245
C 7.1645 1.2531 1.2056
C 5.8716 1.6415 1.5564
C 3.5833 3.6516 -0.2461
C 4.3491 4.8223 -0.0408
C 4.8461 5.5373 -1.1325
C 4.5405 5.1259 -2.4385
C 3.7610 3.9814 -2.6386
C 3.2878 3.2540 -1.5377
H 2.2979 0.7445 0.2727
H 4.1847 0.5647 -1.1999
H 6.5046 -0.0047 -1.9006
H 8.4021 0.3749 -0.3197
H 7.9714 1.4767 1.9022
H 5.6720 2.1462 2.5072
H 4.5657 5.1379 0.9806
H 5.4828 6.4109 -0.9491
H 4.9271 5.6803 -3.2929
H 3.5081 3.6182 -3.6408
H 2.7121 2.3403 -1.6763
*
```

Properties
frontier orbital gap (alpha / beta)	7.10 / 7.10	eV
E_HOMO (alpha / beta)	-5.14 / -5.15	eV
ΔE to the lowest compared entry with this formula, charge and spin	12.28	kcal per mole
expectation value of S²	8.756



C21H15N3OS2 | ωB97M-V/def2-TZVPD

```
! RIJCOSX wB97M-V def2-TZVPD def2/J DEFGRID3
* xyz 0 1
N -0.8391 -2.1488 -6.6490
C -0.6628 -1.3794 -5.8238
C -0.4420 -0.4144 -4.7842
S -0.2286 -1.2886 -3.1753
C -0.1265 0.0904 -2.1052
S 0.1440 1.7093 -2.6736
C 0.1300 2.3192 -1.0396
C 0.1967 3.6979 -0.8323
N 0.1737 4.8419 -0.7385
C -0.0598 1.3019 -0.1311
N -0.0484 1.4508 1.2460
C 0.8115 2.2788 1.9255
O 1.5105 3.0969 1.3852
C 0.7674 2.0449 3.4297
C 0.6071 0.5906 3.7745
C -0.5065 0.1286 4.4646
C -0.6493 -1.2195 4.7465
C 0.3129 -2.1224 4.3307
C 1.4233 -1.6728 3.6354
C 1.5708 -0.3261 3.3621
C -0.2202 0.0231 -0.7376
C -0.4508 -1.2098 0.0258
C 0.3789 -2.3129 -0.1469
C 0.1656 -3.4657 0.5856
C -0.8760 -3.5310 1.4952
C -1.7100 -2.4396 1.6680
C -1.5009 -1.2838 0.9391
H -1.3026 0.2530 -4.7030
H 0.4658 0.1574 -4.9905
H -0.4338 0.6690 1.7640
H 1.6929 2.4476 3.8460
H -0.0632 2.6305 3.8317
H -1.2630 0.8289 4.7899
H -1.5154 -1.5635 5.2921
H 0.2009 -3.1732 4.5495
H 2.1761 -2.3734 3.3070
H 2.4387 0.0263 2.8230
H 1.1962 -2.2587 -0.8503
H 0.8148 -4.3165 0.4440
H -1.0429 -4.4334 2.0633
H -2.5310 -2.4891 2.3674
H -2.1803 -0.4491 1.0487
*
```

Properties
SMILES string	N#CCSc1sc(C#N)c(NC(=O)Cc2ccccc2)c1-c1ccccc1
frontier orbital gap	8.58	eV
E_HOMO	-8.60	eV
ΔE to the lowest compared entry with this formula, charge and spin	0.00	kcal per mole



C43H43I2N7OSbTi | ωB97M-V/def2-TZVPD

```
! RIJCOSX wB97M-V def2-TZVPD def2/J DEFGRID3
* xyz -1 1
Ti -0.6514 0.2405 0.4086
I 1.4665 6.7158 -3.0497
C 0.9141 4.7639 -2.4355
C -0.1455 4.1267 -3.0427
C -0.4812 2.8524 -2.6387
I -2.2287 2.0506 -3.4877
C 0.2200 2.1277 -1.6500
O -0.0597 0.9045 -1.3353
C 1.2669 2.8612 -1.0209
C 1.9564 2.2542 0.1647
N 0.9946 2.0009 1.2358
C 0.2446 3.1632 1.6787
C -1.0938 3.2300 0.9837
C -1.7790 4.4201 0.9236
C -3.0548 4.4695 0.3528
C -3.5686 3.2706 -0.1460
C -2.8179 2.1242 -0.0805
N -1.5814 2.0579 0.4884
C 1.5966 4.1450 -1.4058
H -0.7130 4.6145 -3.8215
H 2.4121 1.2889 -0.0952
H 2.7581 2.9370 0.5029
H 1.5194 1.6118 2.0172
H 0.0524 3.0645 2.7559
H 0.8016 4.1031 1.5256
H -1.3217 5.3151 1.3246
H -3.6119 5.3903 0.3001
H -4.5432 3.2490 -0.6094
H -3.1844 1.1991 -0.5119
H 2.3922 4.6665 -0.8872
C 3.0903 -5.9900 -1.3640
C 1.8849 -5.8184 -0.6977
C 1.4688 -4.5599 -0.3239
C 2.2423 -3.4232 -0.6063
C 3.3965 -3.6062 -1.3826
C 3.8234 -4.8740 -1.7292
N 1.7763 -2.2416 -0.0763
C 2.5473 -1.5076 0.7179
C 3.9678 -1.5828 0.8130
C 4.6869 -0.8902 1.7501
C 4.0331 -0.1395 2.7278
C 2.6599 -0.0870 2.7219
C 1.8876 -0.6843 1.7038
N 0.5277 -0.6087 1.7272
N 0.0225 -0.3772 2.9692
C -1.2914 -0.2775 3.0428
C -1.9451 -0.3846 4.3050
C -3.3097 -0.4038 4.3546
C -4.0405 -0.2962 3.1585
C -3.3536 -0.1566 1.9744
N -2.0216 -0.1175 1.8889
H 3.4331 -6.9798 -1.6248
H 1.2735 -6.6809 -0.4666
H 0.5495 -4.4181 0.2221
H 3.9378 -2.7473 -1.7520
H 4.7351 -4.9878 -2.3029
H 4.5029 -2.2123 0.1221
H 5.7679 -0.9475 1.7484
H 4.6004 0.3758 3.4914
H 2.1284 0.4115 3.5251
H -1.3319 -0.5053 5.1869
H -3.8283 -0.5303 5.2953
H -5.1183 -0.3307 3.1573
H -3.9031 -0.0895 1.0403
C 1.8504 -3.4581 -5.3461
C 1.2828 -3.4266 -3.9408
Sb 0.6611 -1.5245 -2.9700
C -0.3472 -0.9275 -4.8804
C 0.3615 0.1025 -5.7370
C 2.4919 -0.2722 -3.1634
C 3.6162 -0.7365 -4.0665
H 1.9106 -4.4931 -5.6911
H 2.8545 -3.0455 -5.3761
H 1.2259 -2.9112 -6.0491
H 1.9730 -3.9164 -3.2626
H 0.3586 -4.0070 -3.9135
H -1.3401 -0.5689 -4.6162
H -0.4859 -1.8489 -5.4439
H 0.5120 1.0314 -5.1887
H -0.2293 0.3326 -6.6260
H 1.3324 -0.2637 -6.0638
H 2.8524 -0.1850 -2.1370
H 2.1513 0.7190 -3.4658
H 3.9524 -1.7320 -3.7874
H 4.4709 -0.0582 -3.9937
H 3.2973 -0.7616 -5.1055
N -5.5072 -5.0401 -1.3139
C -4.6393 -4.2983 -1.1711
C -3.6052 -3.3653 -0.9788
C -3.5457 -2.2097 -1.7621
C -2.5987 -1.2425 -1.4792
C -1.6680 -1.3540 -0.4347
C -1.7109 -2.5630 0.2804
C -2.6478 -3.5449 0.0258
H -4.2561 -2.0792 -2.5693
H -2.5790 -0.3721 -2.1246
H -0.9907 -2.7278 1.0759
H -2.6777 -4.4535 0.6135
*
```

Properties
frontier orbital gap (alpha / beta)	4.59 / 4.59	eV
E_HOMO (alpha / beta)	-3.17 / -3.17	eV
ΔE to the lowest compared entry with this formula, charge and spin	89.48	kcal per mole



C34H39BCl7KNO12S | ωB97M-V/def2-TZVPD

```
! RIJCOSX wB97M-V def2-TZVPD def2/J DEFGRID3
* xyz -1 1
C 1.1091 1.2993 2.9412
C 0.8318 2.3034 1.7773
C 2.1137 2.3566 0.9239
C 0.3673 3.6842 2.2865
C -0.1511 4.6151 1.1403
C 0.4271 6.0675 1.3557
C -1.6906 4.6897 1.0926
O -2.2215 4.9319 -0.2203
C -2.3705 3.7131 -0.8423
C -3.4951 3.0082 -0.7409
B -4.7952 3.4091 0.0624
O -5.1091 2.6333 1.2032
O -5.6559 4.4111 -0.2739
C -3.4803 1.6551 -1.4470
O -4.4384 1.2117 -2.0241
C -2.1486 0.9025 -1.3581
C -2.2178 -0.6025 -1.1159
C -1.4319 -1.4679 -2.1138
C -2.1103 -1.5270 -3.5113
O -1.4880 -2.8354 -1.6083
C -0.4230 -3.0806 -0.7047
C -0.7963 -3.0846 0.7963
C -2.1346 -3.1709 1.2343
C -2.4530 -3.1409 2.5994
C -1.4487 -3.0236 3.5827
C -0.1257 -2.9437 3.1535
C 0.1788 -2.9713 1.7838
C -1.0240 1.6205 -1.4605
N 0.2746 1.0248 -1.3475
C 1.0396 1.2612 -2.2810
S 2.1595 1.8703 -3.1819
C -1.2068 3.1273 -1.6565
O -0.5356 3.7820 -2.3988
H 2.1501 1.3586 3.2938
H 0.3757 1.4420 3.7469
H 0.9965 0.2800 2.5337
H -0.0212 1.8623 1.2277
H 2.9384 2.6663 1.5897
H 2.3781 1.3617 0.5315
H 2.0528 3.0367 0.0618
H 1.2110 4.1328 2.8321
H -0.4990 3.5081 2.9515
H 0.3201 4.2592 0.2142
H -0.3982 6.7908 1.3955
H 1.1375 6.3393 0.5687
H 0.9846 6.1342 2.3034
H -2.0876 3.7423 1.5034
H -2.0099 5.4712 1.7990
H -5.4113 1.7678 0.8919
H -6.5027 4.1597 0.1222
H -1.9562 -0.7763 -0.0606
H -3.2759 -0.8972 -1.2191
H -0.4016 -1.1377 -2.2916
H -2.8436 -0.7176 -3.6292
H -2.5772 -2.5068 -3.6781
H -1.3511 -1.4103 -4.3010
H -0.0258 -4.0817 -0.9432
H 0.4070 -2.3617 -0.8097
H -2.9665 -3.2337 0.5347
H -3.5030 -3.1832 2.8954
H -1.7531 -3.0054 4.6292
H 0.6703 -2.8334 3.8953
H 1.2315 -2.8776 1.5112
Cl -3.0389 -4.4047 -1.5040
C 3.2329 -6.9119 0.1044
C 3.0621 -8.1703 -0.3433
C 1.8342 -8.9497 -0.0571
O 1.7083 -10.1069 -0.5141
C 0.8220 -8.3144 0.7602
C 0.9903 -7.0504 1.2191
C 2.2080 -6.2701 0.9007
O 2.2712 -5.1312 1.3264
O 0.0766 -6.4585 1.9626
O 3.9993 -8.7885 -1.0808
H 4.1251 -6.3426 -0.1099
H -0.0592 -8.8780 0.9898
H 0.4218 -5.5563 2.1584
H 3.6415 -9.6719 -1.2774
C 3.5978 8.2099 -0.7214
Cl 5.3503 8.2341 -0.9558
Cl 2.8591 6.9305 -1.6797
Cl 3.2027 8.0193 0.9922
H 3.1983 9.1586 -1.0568
C 5.9265 -5.4507 3.2992
Cl 6.4158 -5.7360 1.6262
Cl 4.5555 -4.3475 3.3763
Cl 5.5449 -6.9786 4.1028
H 6.7596 -4.9944 3.8186
K -0.7661 -9.8824 -0.3469
C -0.9370 6.0928 -4.8812
C -0.9986 6.1448 -6.4248
O -0.2115 5.3785 -7.0285
O -1.8327 6.9520 -6.8961
H -0.1935 5.3731 -4.5380
H -0.6746 7.0786 -4.4878
H -1.9112 5.8033 -4.4797
*
```

Properties
frontier orbital gap	1.48	eV
E_HOMO	-3.37	eV



C3H8N3S | ωB97M-V/def2-TZVPD

```
! RIJCOSX wB97M-V def2-TZVPD def2/J DEFGRID3
* xyz 1 1
C 1.2270 -0.7269 1.1393
N 0.1930 -0.3619 0.2099
C -0.0850 -1.1540 -0.7921
N -1.2348 -0.9504 -1.4744
S -2.1374 0.4065 -0.8701
C -0.6904 0.8835 0.3175
N 0.1248 2.0158 0.0908
H 1.9230 0.0508 1.0127
H 0.9167 -0.9054 2.1316
H 1.4856 -1.6917 0.7864
H 0.6317 -1.8363 -1.1210
H -1.5474 -1.5732 -2.2244
H -1.1912 0.9719 1.2091
H 0.8471 1.9834 -0.6598
H -0.4626 2.8878 0.2444
*
```

Properties
SMILES string	CN1C=[NH+]S[C@@H]1N
frontier orbital gap	9.62	eV
E_HOMO	-13.25	eV
ΔE to the lowest compared entry with this formula, charge and spin	21.31	kcal per mole



C5H8 | ωB97M-V/def2-TZVPD

```
! RIJCOSX wB97M-V def2-TZVPD def2/J DEFGRID3
* xyz 0 1
C -1.6073 0.1035 -0.9607
C -0.4573 0.6932 -1.2077
C 0.8241 0.7074 -0.9266
C 1.2157 -0.0796 0.3399
C -0.0204 -0.4101 1.1778
H -1.6465 -0.9459 -1.2370
H -2.4354 0.4660 -0.3492
H 1.6150 1.1654 -1.5125
H 1.7595 -0.9800 0.0160
H 1.9112 0.5088 0.9423
H -0.3919 -1.4326 1.0327
H 0.0677 -0.2029 2.2385
H -0.7574 0.2999 0.8124
*
```

Properties
SMILES string	C=C=CCC
frontier orbital gap	10.49	eV
E_HOMO	-9.35	eV
ΔE to the lowest compared entry with this formula, charge and spin	55.17	kcal per mole



F_max for every record listed, in sequence, given in eV/A: 5.18, 3.35, 1.79, 3.38, 2.29, 1.21, 3.51, 5.17, 3.71, 1.02.